Record 1
This record from the OMol25 dataset describes C29H33N3S2SiTi as an isolated structure. The level of theory is ωB97M-V with the def2-TZVPD basis set.

Each line ends with the Löwdin charge.
Cartesian coordinates (Å):
Ti  0.212  0.397  1.202  0.446
S  -1.763  0.944  0.119  0.717
C  -1.822  2.365  1.164  -0.603
N  -3.025  2.739  1.642  -0.067
C  -3.059  3.746  2.696  -0.091
C  -2.137  4.869  2.312  -0.083
N  -0.799  4.342  2.069  -0.087
C  0.293  5.244  2.460  -0.114
C  0.421  5.329  3.962  -0.218
C  0.824  4.204  4.679  -0.047
C  0.923  4.249  6.059  -0.070
C  0.622  5.426  6.736  -0.069
C  0.232  6.551  6.028  -0.063
C  0.132  6.503  4.643  -0.040
C  -0.654  3.138  1.492  -0.599
S  0.976  2.582  1.164  0.718
C  -4.272  2.041  1.251  -0.121
C  -5.495  2.901  1.412  -0.245
C  -6.291  2.808  2.547  -0.047
C  -7.403  3.630  2.687  -0.058
C  -7.720  4.545  1.695  -0.070
C  -6.930  4.636  0.555  -0.068
C  -5.823  3.815  0.414  -0.038
H  -2.749  3.301  3.646  0.117
H  -4.075  4.114  2.806  0.131
H  -2.074  5.596  3.121  0.135
H  -2.503  5.373  1.413  0.151
H  0.057  6.225  2.042  0.138
H  1.219  4.908  2.006  0.083
H  1.077  3.301  4.134  0.086
H  1.248  3.377  6.612  0.109
H  0.700  5.465  7.815  0.110
H  0.006  7.470  6.552  0.111
H  -0.169  7.387  4.092  0.118
H  -4.352  1.113  1.825  0.124
H  -4.163  1.768  0.204  0.087
H  -6.045  2.102  3.330  0.085
H  -8.019  3.552  3.573  0.112
H  -8.587  5.183  1.803  0.109
H  -7.184  5.339  -0.227  0.109
H  -5.212  3.875  -0.480  0.119
C  0.684  -1.140  2.579  -0.193
C  -0.459  -0.656  3.370  -0.362
C  -1.736  -1.231  3.253  -0.024
C  -2.839  -0.633  3.826  -0.007
C  -2.702  0.572  4.520  -0.225
C  -1.446  1.157  4.661  -0.018
C  -0.344  0.553  4.082  -0.055
C  -3.860  1.232  5.054  -0.178
N  -4.778  1.773  5.485  0.194
H  0.609  -2.170  2.240  0.067
H  1.654  -0.936  3.036  0.082
H  -1.852  -2.156  2.702  0.130
H  -3.816  -1.088  3.734  0.132
H  -1.335  2.081  5.215  0.120
H  0.640  0.995  4.202  0.112
C  1.429  0.310  -2.231  -0.219
Si  1.589  -0.680  -0.654  0.473
C  3.265  -0.408  0.166  -0.216
C  1.271  -2.505  -0.904  -0.208
H  2.162  -0.019  -2.972  0.040
H  1.591  1.372  -2.043  0.024
H  0.436  0.189  -2.665  0.029
H  4.049  -0.496  -0.593  0.042
H  3.450  -1.176  0.919  0.032
H  3.399  0.571  0.634  0.017
H  2.054  -2.945  -1.528  0.042
H  0.319  -2.688  -1.405  0.033
H  1.269  -3.039  0.047  0.019

Its largest force on an atom is 0.631 eV/A. The molar mass is 563.691 g mol⁻¹. The calculation puts the lowest unoccupied orbital energy (spin up / spin down) at -3.52 / -4.57 eV. The energy above the lowest of the compared OMol25 structures with the same formula, charge and spin comes out at 0.000 eV. As for the HOMO energy (spin up / spin down): -10.4 / -11.1 eV. Its orbital gap (spin up / spin down) is 6.83 / 6.50 eV. Its charge is +1. The spin multiplicity is 2.

=====

Record 2
This record from the OMol25 dataset describes C26H20F12IrN5O4Se as an isolated structure. The level of theory is ωB97M-V with the def2-TZVPD basis set.

Each line ends with the Löwdin charge.
Cartesian coordinates (Å):
Ir  -0.579  -0.252  0.076  1.476
C  4.164  4.270  0.743  -0.050
C  3.485  2.938  0.663  -0.274
C  3.345  2.118  1.772  -0.035
C  2.739  0.887  1.656  -0.029
C  2.175  0.446  0.446  -0.267
N  1.492  -0.756  0.399  -0.060
C  2.059  -1.918  0.772  -0.241
C  3.466  -1.958  0.952  -0.017
C  4.123  -3.063  1.422  -0.044
C  3.420  -4.218  1.740  -0.284
C  4.104  -5.452  2.238  -0.064
C  2.051  -4.230  1.502  -0.008
C  1.354  -3.141  0.997  -0.075
C  -0.093  -3.410  0.547  -0.376
O  -0.788  -2.448  -0.060  -0.202
C  -0.046  -4.612  -0.468  -0.548
F  -1.135  -4.639  -1.235  0.157
F  1.006  -4.540  -1.285  0.170
F  0.014  -5.836  0.108  0.130
C  -1.016  -3.864  1.736  -0.541
F  -1.211  -2.832  2.578  0.124
F  -2.231  -4.207  1.292  0.151
F  -0.616  -4.880  2.528  0.134
C  2.271  1.310  -0.672  -0.084
C  2.944  2.512  -0.546  -0.016
C  1.576  0.918  -1.984  -0.384
O  0.308  0.519  -1.845  -0.194
C  2.502  -0.142  -2.692  -0.533
F  2.578  -1.316  -2.065  0.168
F  3.779  0.306  -2.762  0.129
F  2.135  -0.404  -3.951  0.157
C  1.537  2.112  -2.997  -0.559
F  0.982  3.213  -2.473  0.072
F  2.733  2.508  -3.489  0.132
F  0.805  1.805  -4.066  0.162
H  4.768  4.350  1.644  0.071
H  3.412  5.059  0.768  0.080
H  4.796  4.429  -0.130  0.079
H  3.714  2.445  2.734  0.110
H  2.672  0.246  2.522  0.104
H  4.025  -1.075  0.682  0.114
H  5.198  -3.036  1.527  0.108
H  5.160  -5.265  2.414  0.067
H  4.013  -6.250  1.502  0.077
H  3.650  -5.804  3.163  0.074
H  1.529  -5.150  1.715  0.116
H  3.056  3.171  -1.390  0.114
N  -2.934  -0.658  0.459  -0.034
C  -3.702  0.406  -0.161  -0.157
C  -3.016  1.799  0.042  -0.685
O  -3.686  2.802  -0.075  0.043
O  -1.781  1.737  0.321  -0.332
H  -3.069  -1.564  0.023  0.087
H  -3.118  -0.726  1.454  0.097
H  -4.731  0.485  0.218  0.118
H  -3.728  0.240  -1.240  0.127
N  0.341  -0.615  3.256  -0.009
C  0.503  -0.099  4.486  -0.090
C  -0.220  1.071  4.524  -0.049
C  -0.807  1.172  3.256  -0.128
N  -0.457  0.142  2.506  -0.022
H  0.722  -1.471  2.885  0.129
H  1.120  -0.577  5.220  0.115
H  -0.316  1.760  5.337  0.093
H  -1.441  1.946  2.875  0.087
Se  -0.379  3.732  0.036  0.978
C  -0.776  4.358  1.655  -0.801
N  -0.980  4.788  2.710  0.040

Its largest force on an atom is 3.298 eV/A. The molar mass is 965.630 g mol⁻¹. The calculation puts the lowest unoccupied orbital energy (spin up / spin down) at 1.59 / 1.05 eV. As for the HOMO energy (spin up / spin down): -4.8 / -4.8 eV. Its orbital gap (spin up / spin down) is 6.38 / 5.85 eV. Its charge is -1. The spin multiplicity is 2.

=====

Record 3
This record from the OMol25 dataset describes one molecule with the formula C19H19FN4O4S. The level of theory is ωB97M-V with the def2-TZVPD basis set.

Each line ends with the Löwdin charge.
Cartesian coordinates (Å):
C  -0.966  2.582  2.412  -0.037
C  0.316  1.825  2.555  -0.243
C  1.461  2.511  2.953  0.034
C  2.683  1.870  3.098  -0.161
C  2.781  0.493  2.844  -0.160
C  1.646  -0.196  2.445  0.011
C  0.437  0.460  2.305  -0.218
S  -0.864  -0.656  1.756  0.700
O  -0.666  -1.914  2.411  -0.279
O  -2.169  -0.060  1.855  -0.291
N  -0.373  -0.858  0.162  -0.231
C  -0.653  0.279  -0.693  -0.150
H  -0.455  1.181  -0.114  0.112
C  -2.102  0.277  -1.205  -0.126
N  -2.395  -0.980  -1.866  -0.081
C  -2.169  -1.145  -3.221  -0.163
C  -2.588  -0.190  -4.162  -0.199
C  -2.429  -0.350  -5.521  -0.018
C  -1.855  -1.507  -6.018  -0.097
C  -1.453  -2.484  -5.127  -0.094
C  -1.601  -2.306  -3.764  -0.027
H  -1.259  -3.091  -3.110  0.097
H  -1.007  -3.397  -5.491  0.103
H  -1.734  -1.641  -7.081  0.101
H  -2.778  0.433  -6.176  0.118
F  -3.200  0.955  -3.753  0.044
C  -2.191  -2.081  -0.947  -0.134
H  -2.478  -3.022  -1.416  0.124
C  -0.744  -2.126  -0.440  -0.164
H  -0.626  -2.888  0.330  0.115
H  -0.045  -2.319  -1.260  0.126
H  -2.847  -1.909  -0.086  0.129
H  -2.250  1.120  -1.873  0.119
H  -2.778  0.379  -0.352  0.117
H  0.043  0.238  -1.538  0.138
H  1.676  -1.256  2.254  0.121
N  4.006  -0.120  3.001  0.171
C  5.168  0.493  3.387  -0.365
O  6.201  -0.121  3.499  0.119
C  5.064  1.987  3.661  -0.361
O  6.006  2.657  4.006  0.123
N  3.821  2.540  3.492  0.171
H  3.752  3.534  3.681  0.169
H  4.065  -1.118  2.827  0.171
H  1.396  3.570  3.156  0.128
H  -1.805  1.906  2.290  0.054
H  -1.131  3.203  3.290  0.090
H  -0.915  3.243  1.546  0.092

Its largest force on an atom is 0.999 eV/A. The molar mass is 418.450 g mol⁻¹. The calculation puts the lowest unoccupied orbital energy at -0.04 eV. The SMILES is Cc1cc2[nH]c(=O)c(=O)[nH]c2cc1S(=O)(=O)N1CCN(c2ccccc2F)CC1. The energy above the lowest of the compared OMol25 structures with the same formula, charge and spin comes out at 0.000 eV. As for the HOMO energy: -8.0 eV. Its orbital gap is 7.93 eV. Its charge is 0.

=====

Record 4
This record from the OMol25 dataset describes an isolated ion of composition C5H11ClNO and charge +1. The level of theory is ωB97M-V with the def2-TZVPD basis set.

Each line ends with the Löwdin charge.
Cartesian coordinates (Å):
C  0.512  1.233  -1.235  -0.784
C  -1.640  -0.472  -1.002  -0.028
C  0.559  -1.303  -0.640  -0.074
C  1.033  0.433  1.864  0.015
C  -0.267  -0.081  -0.375  -0.468
N  -0.268  0.401  1.044  0.027
O  1.495  1.111  -1.868  0.122
Cl  -0.323  2.623  -0.878  0.878
H  -2.297  -1.088  -0.417  0.084
H  -1.459  -0.975  -1.988  0.116
H  -2.225  0.497  -1.227  0.105
H  0.608  -1.404  -1.739  0.103
H  -0.003  -2.218  -0.162  0.141
H  1.635  -1.410  -0.330  0.108
H  1.033  1.020  2.827  0.116
H  1.281  -0.613  2.269  0.129
H  1.860  0.880  1.231  0.122
H  -0.920  -0.084  1.544  0.126
H  -0.615  1.448  1.082  0.162

Its largest force on an atom is 4.468 eV/A. The molar mass is 136.602 g mol⁻¹. The calculation puts the lowest unoccupied orbital energy at -3.34 eV. The SMILES is C[NH2+]C(C)(C)C(=O)Cl. The energy above the lowest of the compared OMol25 structures with the same formula, charge and spin comes out at 1.632 eV. As for the HOMO energy: -14.8 eV. Its orbital gap is 11.41 eV. Its charge is +1.